ORCA calculation (ωB97M-V with the def2-TZVPD basis set) on an isolated molecule of C22H30N4O4.

Positions of all 60 atoms, in Å:
C -1.26236 -3.83911 -1.28103
H -2.16816 -3.31385 -1.57387
C -0.20916 -2.86288 -0.76646
H 0.09008 -2.21418 -1.59083
H 0.67111 -3.41900 -0.43564
C -0.70683 -1.97430 0.38580
N 0.33597 -1.00346 0.77283
C -0.08122 0.05258 1.50448
O -1.22481 0.13270 1.92299
C 0.90210 1.19185 1.69253
H 0.88471 1.52856 2.72894
H 1.91567 0.90727 1.41467
C 0.40541 2.34521 0.79725
N 0.26818 1.95613 -0.58030
C 1.12271 2.59680 -1.39795
O 1.29838 2.45849 -2.57868
N 1.82522 3.50957 -0.58166
C 1.45675 3.45269 0.72645
O 1.89471 4.11246 1.63112
H 2.51912 4.14134 -0.95006
H -0.37496 1.22802 -0.88589
H -0.54155 2.72152 1.20279
C 1.68807 -1.18782 0.37080
C 2.57753 -1.81317 1.23503
C 3.89576 -1.99912 0.85827
C 4.35054 -1.56630 -0.38020
C 3.45107 -0.93836 -1.23609
C 2.13240 -0.74949 -0.87214
H 1.45133 -0.25389 -1.54587
H 3.78796 -0.58790 -2.20031
C 5.77737 -1.75364 -0.79329
H 6.27116 -0.78670 -0.88423
H 6.32057 -2.35184 -0.06647
H 5.83103 -2.24446 -1.76351
H 4.57875 -2.48564 1.53946
H 2.23571 -2.14300 2.20528
C -1.06818 -2.80818 1.61596
H -0.17160 -3.31480 1.97011
H -1.81105 -3.56732 1.38754
H -1.43626 -2.16334 2.41062
C -1.83938 -1.08528 -0.19811
O -1.52494 -0.21134 -0.98924
N -3.08891 -1.43163 0.12762
H -3.18080 -2.07661 0.89590
C -4.33384 -0.73801 -0.18785
H -5.10295 -1.51884 -0.18930
C -4.64194 0.35166 0.84696
C -3.86839 1.55749 0.32554
H -4.23142 2.49557 0.74269
H -2.82032 1.44148 0.59685
C -4.03884 1.49112 -1.19550
H -3.14861 1.85058 -1.70645
H -4.88368 2.10508 -1.50938
C -4.30833 0.01154 -1.52594
H -5.27558 -0.10325 -2.01572
H -3.54721 -0.39703 -2.18478
H -4.32970 0.06444 1.84978
H -5.71447 0.55177 0.84983
H -1.51643 -4.58790 -0.53532
H -0.87284 -4.35771 -2.15374

Calculated values
**Energy relative to the best compared isomer or geometry (same formula, charge and spin)**: 0.0 kJ/mol
**Energy**: -37454.7412 eV
**Molecular weight**: 414.5 g/mol

So, what does the Mulliken scheme give us? The charges, in e, come out as: -1.414, 0.257, -0.852, 0.306, 0.462, 2.481, 1.173, 0.398, -0.584, -0.853, 0.609, 0.250, 0.252, 0.465, 0.268, -0.644, -0.026, 0.052, -0.635, 0.215, 0.151, 0.172, -1.787, -0.458, -1.097, 1.163, -1.463, 0.639, 0.844, 0.441, -1.445, 0.303, 0.372, 0.352, 0.310, 0.503, -2.052, 0.259, 0.623, 0.463, -0.906, -0.903, 0.082, 0.329, -0.130, 0.494, -0.972, 0.170, 0.557, -0.519, -0.665, 0.224, 0.392, -0.906, 0.480, 0.241, 0.373, 0.381, 0.345, 0.462